(1)
This record from the OMol25 dataset describes a cluster of 2 separate species, C18H39FN2O6P in total at a distorted geometry. The level of theory is the ωB97M-V functional and the def2-TZVPD basis.

XYZ file:
```
67
Properties=species:S:1:pos:R:3:forces:R:3
C 6.736168 1.358653 3.962635 0.205 0.103 1.166
O 6.041627 0.173788 3.360003 0.548 2.694 -1.232
C 5.619312 0.655995 2.036487 0.334 -0.484 -1.371
C 6.076400 -0.382529 0.807706 0.734 0.094 -0.352
C 7.735540 -0.289341 0.621022 -1.418 0.463 -0.346
F 8.269988 -1.479937 -0.102442 -1.161 2.539 1.775
C 3.968763 0.903298 1.919004 1.325 2.371 -0.092
N 3.347377 1.184062 3.255986 0.452 -1.012 -1.257
C 3.828366 2.245598 0.929997 -0.510 1.670 2.074
C 3.644205 3.647781 2.016573 -2.685 1.801 -0.762
C 2.018535 4.248949 2.120346 4.009 2.575 -3.875
O 3.250201 4.992054 1.323226 1.507 -4.523 2.344
O 3.442191 -0.217218 1.154490 -2.282 -0.935 2.111
C 2.447830 -1.025135 1.857475 0.497 -2.347 -0.677
P 0.640025 -0.304233 1.740890 -1.917 5.049 -2.790
O 0.597005 1.009155 0.813585 0.315 -4.634 3.421
O -0.021726 0.122158 3.293192 1.255 0.333 -2.076
O -0.448111 -1.473502 1.000496 0.537 2.194 2.376
H 6.991343 1.099047 5.097775 -0.647 0.501 -2.592
H 7.757744 1.593766 3.391823 -2.284 -0.511 1.151
H 6.002782 2.298663 3.922301 1.714 -2.029 0.160
H 6.229920 1.657907 1.815337 -1.728 -1.956 0.416
H 5.642316 0.004481 -0.234605 0.622 -0.956 2.470
H 5.713146 -1.492497 1.005685 0.877 2.446 -0.356
H 7.899740 0.661328 -0.081858 0.095 -2.236 1.628
H 8.207839 -0.152246 1.685710 -0.478 -0.652 -2.313
H 3.519986 0.445093 3.971285 -0.164 0.912 -1.003
H 2.352230 1.488445 3.211215 1.333 -0.381 -0.111
H 2.857425 2.224630 0.274842 2.032 -0.111 1.261
H 4.819244 2.434275 0.332452 -2.117 -0.463 1.019
H 4.338163 3.665710 3.061635 -2.128 0.243 -3.250
H 1.809556 5.274748 2.642246 -0.305 -2.821 0.041
H 1.501862 4.088160 1.074807 0.024 -0.463 2.885
H 2.369815 -2.050366 1.247856 0.214 2.301 1.175
H 2.734307 -1.349322 2.951240 -0.700 0.967 -2.119
H 0.062472 1.126988 3.458654 -0.155 -2.227 -0.838
H -1.387212 -1.115320 1.125062 1.930 -0.528 -0.062
C -2.996087 0.631394 -0.728002 0.074 0.150 0.268
C -2.418122 -0.347366 -1.735393 -0.007 -0.050 -0.011
C -3.304961 -0.735226 -2.925896 0.097 -0.325 0.255
N -4.629993 -1.487644 -2.607383 0.277 0.006 -0.326
C -5.082024 -2.152758 -3.933739 -0.086 0.025 0.353
C -6.472311 -2.772034 -3.836535 -0.070 -0.117 0.036
C -7.510841 -1.766495 -3.367822 -0.243 0.034 -0.095
C -7.087713 -1.120223 -2.060453 -0.137 -0.120 0.012
C -5.709266 -0.485826 -2.162546 -0.041 -0.250 -0.044
C -4.377503 -2.565247 -1.555004 -0.110 0.495 -0.471
H -3.714336 0.150913 -0.061610 -0.139 0.105 0.009
H -2.196190 1.019942 -0.086621 -0.060 -0.016 -0.194
H -3.471975 1.483104 -1.223010 0.001 -0.058 0.135
H -2.059753 -1.240498 -1.211867 0.020 0.050 -0.218
H -1.517747 0.119527 -2.155937 -0.189 -0.228 -0.149
H -2.721403 -1.408126 -3.567057 -0.297 0.039 0.100
H -3.568157 0.144973 -3.523437 -0.165 -0.207 0.172
H -5.069642 -1.369473 -4.701729 0.089 -0.051 0.270
H -4.335779 -2.913380 -4.192496 -0.034 0.291 0.164
H -6.763625 -3.157898 -4.820319 0.284 0.052 0.105
H -6.464705 -3.637178 -3.164577 0.057 0.057 -0.090
H -8.481085 -2.259729 -3.242073 0.175 0.096 -0.068
H -7.643463 -0.992030 -4.133424 0.001 -0.056 0.061
H -7.107763 -1.859844 -1.251996 0.008 0.096 -0.035
H -7.815815 -0.347445 -1.786950 0.293 -0.024 0.053
H -5.427283 -0.077697 -1.195262 0.247 -0.030 -0.156
H -5.718166 0.325545 -2.903174 0.147 -0.276 0.121
H -4.135277 -2.085986 -0.604392 0.000 -0.038 -0.231
H -3.544943 -3.189633 -1.899060 -0.208 0.211 0.093
H -5.270445 -3.176752 -1.426368 0.137 0.156 -0.117
```
Forces are in eV/Å.

## Properties
Total energy = -1710.90312 Eh
HOMO energy = -11.1284 eV
Charge = +1
LUMO energy = -2.45 eV
Orbital gap = 8.682 eV

Löwdin atomic charge list, values in e, 4 entries: C -0.098; O -0.211; C -0.251; C -0.096

***

(2)
This record from the OMol25 dataset describes an isolated molecule of C6H10O3 at a distorted geometry. The level of theory is the ωB97M-V functional and the def2-TZVPD basis.

XYZ file:
```
19
Properties=species:S:1:pos:R:3:forces:R:3
C -1.704907 1.569762 1.979989 -0.099 -0.311 -0.028
C -0.774849 1.341300 0.826686 1.058 0.595 0.449
O -0.928880 1.717512 -0.298167 -0.228 -0.325 -0.106
O 0.405634 0.761598 1.259300 -0.821 -0.376 0.387
C 1.253014 0.334006 0.253360 0.547 -0.671 -1.260
O 1.865717 -0.955165 0.380251 0.201 0.598 1.009
C 0.886309 -0.804078 -0.609664 -1.833 0.628 -0.501
C 1.335820 -0.826849 -2.050133 0.202 -0.019 0.273
C -0.471155 -1.509586 -0.334290 1.431 0.058 -0.238
H -2.091663 2.581550 1.933611 -0.097 0.072 -0.100
H -2.539675 0.867974 1.897932 0.039 0.108 0.011
H -1.202574 1.409845 2.927183 0.050 -0.057 0.039
H 1.912463 1.122458 -0.107631 -0.033 -0.198 0.077
H 0.565617 -0.397058 -2.694790 0.039 -0.095 0.071
H 1.537453 -1.856086 -2.351104 -0.044 0.003 -0.112
H 2.255551 -0.250881 -2.168882 -0.053 -0.034 -0.017
H -0.405698 -2.487346 -0.807704 -0.191 -0.159 0.020
H -0.596226 -1.654157 0.735115 -0.132 0.068 0.039
H -1.301952 -0.964798 -0.771061 -0.035 0.118 -0.014
```
Forces are in eV/Å.

## Properties
Total energy = -460.32045 Eh
HOMO energy = -10.4194 eV
SMILES = CC(=O)O[C@H]1OC1(C)C
ΔE to the lowest compared entry with this formula, charge and spin = 0.815 eV
LUMO energy = 0.86 eV
Orbital gap = 11.282 eV

Löwdin atomic charge list, values in e, 4 entries: C 0.030; C -0.504; O 0.129; O 0.055

***

(3)
This record from the OMol25 dataset describes an isolated molecule of C11H23NSi at a distorted geometry. The level of theory is the ωB97M-V functional and the def2-TZVPD basis.

XYZ file:
```
36
Properties=species:S:1:pos:R:3:forces:R:3
H 0.169010 2.170539 -1.559069 -0.083 0.035 0.206
N -0.712841 1.719251 -1.311981 -0.095 -0.227 -0.607
C -0.570261 0.851421 -0.402412 -0.185 -0.974 1.076
C -1.757256 0.038783 0.051332 -0.286 2.056 1.110
C -2.542266 -0.467157 -1.055523 0.567 -0.965 -1.448
C -2.249826 0.225083 1.283128 1.086 0.012 1.415
C -3.476953 -0.426943 1.850684 -1.132 0.115 -0.500
C 0.683067 0.502163 0.309288 1.515 0.866 -0.715
C 1.576852 1.734092 0.498190 2.108 0.535 -0.542
C 0.857898 2.972416 0.946224 0.917 1.119 3.374
Si 1.550461 -1.039295 -0.554270 -0.685 -0.777 0.073
C 0.530774 -1.913854 -2.008154 1.535 1.021 0.599
C 3.286571 -0.565657 -1.297622 -2.695 2.468 1.045
C 1.326110 -2.234288 0.952188 0.970 -1.905 -3.175
H -2.511753 0.395650 -1.757556 -0.457 -1.013 -0.123
H -2.050956 -1.386418 -1.460838 -0.500 0.935 -0.247
H -3.516533 -0.771287 -0.760780 -0.955 0.053 -0.019
H -1.644905 0.797843 2.063846 -0.705 -0.662 -1.249
H -3.993410 -1.109697 1.140487 0.796 -0.107 0.762
H -4.313901 0.214093 2.127944 0.141 1.010 -0.404
H -3.307756 -0.814659 2.846939 0.490 -0.950 -0.061
H 0.575232 0.179834 1.336441 -0.917 -0.485 0.058
H 2.063365 2.119057 -0.480338 -0.091 -1.282 1.472
H 2.336449 1.459051 1.335575 -0.656 0.535 -1.935
H 0.648830 3.002122 2.047350 0.512 -0.476 -0.378
H 1.418846 3.922185 0.832936 -0.291 -0.612 -0.506
H -0.122710 3.043484 0.632508 -1.821 0.485 -1.528
H -0.425933 -2.184945 -1.550052 0.560 -0.891 -0.295
H 0.269457 -1.220708 -2.809796 0.166 0.104 -0.048
H 1.235741 -2.691526 -2.453960 -1.394 0.538 0.795
H 3.410773 0.551018 -1.287636 -0.001 -0.883 0.600
H 4.183090 -1.009305 -1.070452 1.973 -1.194 1.148
H 3.168575 -0.695354 -2.317956 -0.429 -0.711 -2.301
H 1.757376 -1.802506 1.757237 2.038 1.487 2.679
H 0.326245 -2.317250 1.312842 -1.159 -0.327 -0.502
H 1.822550 -3.247236 0.813252 -0.835 1.065 0.172
```
Forces are in eV/Å.

## Properties
Total energy = -777.09724 Eh
HOMO energy = -8.7934 eV
SMILES = [H]/N=C(/C(C)=C/C)[C@H](CC)[Si](C)(C)C
ΔE to the lowest compared entry with this formula, charge and spin = 0.388 eV
LUMO energy = 0.79 eV
Orbital gap = 9.579 eV

Löwdin atomic charge list, values in e, 4 entries: H 0.063; N 0.168; C -0.412; C -0.285